(1)
ORCA calculation (ωB97M-V/def2-TZVPD) on a 2-piece molecular cluster, C18H23BClN2 overall at a distorted geometry.

Results
**ΔE to the lowest compared entry with this formula, charge and spin**: 0.00 kcal per mole
**Largest force on an atom**: 3.90 eV/A
**Total charge**: +1
**DFT total energy**: -35209.7886 eV
**HOMO-LUMO gap**: 6.57 eV

Cartesian coordinates (Å):
C: -4.163 -3.571 -2.522
N: -2.719 -3.546 -2.548
C: -2.134 -4.008 -3.787
C: -1.961 -2.917 -1.552
C: -1.386 -3.610 -0.463
C: -0.644 -2.951 0.483
N: -0.416 -1.616 0.412
B: 0.382 -1.193 1.507
H: 0.762 1.051 1.208
C: -0.954 -0.906 -0.613
C: -1.721 -1.517 -1.588
H: -4.532 -3.197 -1.570
H: -4.580 -2.962 -3.348
H: -4.515 -4.610 -2.672
H: -1.050 -3.938 -3.745
H: -2.431 -5.059 -3.966
H: -2.511 -3.411 -4.642
H: -1.557 -4.693 -0.403
H: -0.215 -3.483 1.315
H: -0.129 -0.852 2.537
H: 1.578 -1.280 1.465
H: -0.754 0.157 -0.639
H: -2.132 -0.911 -2.390
Cl: 6.678 2.865 2.550
C: 5.018 2.771 2.144
C: 4.038 2.995 3.118
C: 2.691 2.853 2.803
C: 2.289 2.444 1.524
C: 0.853 2.111 1.193
C: 0.357 2.452 -0.216
C: -1.142 2.778 -0.087
C: -1.352 2.886 1.404
C: -0.213 2.636 2.110
C: 3.278 2.354 0.525
C: 4.626 2.479 0.835
H: 4.351 3.259 4.140
H: 1.947 3.066 3.568
H: 0.877 3.340 -0.588
H: 0.571 1.635 -0.908
H: -1.393 3.709 -0.603
H: -1.741 1.996 -0.536
H: -2.303 3.139 1.820
H: -0.019 2.760 3.167
H: 2.983 2.173 -0.517
H: 5.391 2.323 0.076

Löwdin atomic charge list, values in e, 2 entries: atom 1 (C): -0.059, atom 2 (N): -0.249

---

(2)
ORCA calculation (ωB97M-V/def2-TZVPD) on one molecule with the formula C26H26N4O2.

Results
**SMILES**: Cc1ccccc1CCN(Cc1cc2ccc(C)c(C)c2[nH]c1=O)C(=O)c1cnccn1
**ΔE to the lowest compared entry with this formula, charge and spin**: 8.82 kcal per mole
**Largest force on an atom**: 0.76 eV/A
**DFT total energy**: -37441.0696 eV
**HOMO-LUMO gap**: 8.52 eV

Cartesian coordinates (Å):
C: -3.412 -2.368 -1.891
C: -3.246 -1.932 -0.465
C: -2.979 -2.883 0.510
C: -2.815 -2.524 1.837
C: -2.933 -1.195 2.200
C: -3.201 -0.235 1.239
C: -3.345 -0.582 -0.098
C: -3.617 0.445 -1.171
C: -3.316 1.904 -0.822
N: -1.923 2.168 -0.514
C: -0.935 2.025 -1.567
C: 0.185 1.084 -1.209
C: -0.007 -0.113 -0.615
C: 1.081 -0.950 -0.236
C: 0.897 -2.181 0.400
C: 1.985 -2.936 0.757
C: 3.292 -2.503 0.501
C: 4.435 -3.381 0.920
C: 3.505 -1.282 -0.127
C: 4.881 -0.756 -0.425
C: 2.390 -0.508 -0.496
N: 2.543 0.705 -1.117
C: 1.536 1.564 -1.480
O: 1.806 2.646 -1.979
C: -1.603 2.710 0.679
O: -2.415 2.945 1.555
C: -0.154 3.059 0.877
C: 0.304 4.358 0.645
N: 1.558 4.700 0.870
C: 2.369 3.763 1.335
C: 1.913 2.479 1.596
N: 0.657 2.129 1.367
H: -2.600 -1.986 -2.512
H: -3.406 -3.453 -1.959
H: -4.351 -2.002 -2.304
H: -2.898 -3.922 0.223
H: -2.602 -3.279 2.579
H: -2.816 -0.899 3.231
H: -3.285 0.792 1.552
H: -4.677 0.391 -1.442
H: -3.049 0.175 -2.065
H: -3.609 2.528 -1.676
H: -3.895 2.225 0.046
H: -1.448 1.665 -2.463
H: -0.484 2.996 -1.812
H: -1.004 -0.454 -0.382
H: -0.108 -2.518 0.608
H: 1.839 -3.885 1.249
H: 5.076 -2.869 1.637
H: 5.042 -3.665 0.061
H: 4.061 -4.288 1.386
H: 5.040 0.204 0.070
H: 5.650 -1.438 -0.082
H: 5.013 -0.615 -1.498
H: 3.479 1.046 -1.295
H: -0.351 5.133 0.271
H: 3.395 4.058 1.505
H: 2.553 1.704 1.995

Löwdin atomic charge list, values in e, 2 entries: atom 1 (C): -0.043, atom 2 (C): -0.248

---

(3)
ORCA calculation (ωB97M-V/def2-TZVPD) on an isolated ion of composition C2H8N2O2P and charge -1 at a distorted geometry.

Results
**SMILES**: C[P@@](=O)([O-])CNN
**ΔE to the lowest compared entry with this formula, charge and spin**: 36.60 kcal per mole
**Largest force on an atom**: 4.02 eV/A
**Total charge**: -1
**DFT total energy**: -18569.3341 eV
**HOMO-LUMO gap**: 8.15 eV

Cartesian coordinates (Å):
C: -1.796 -1.338 -0.316
P: -0.828 0.309 -0.035
O: -0.752 0.981 -1.316
O: -1.479 1.053 1.046
C: 0.862 -0.394 0.561
N: 2.023 0.299 -0.031
N: 1.798 1.729 -0.105
H: -1.690 -1.805 -1.274
H: -1.547 -2.113 0.455
H: -2.735 -0.986 -0.235
H: 0.790 -1.394 0.374
H: 0.762 -0.220 1.629
H: 2.279 0.020 -1.036
H: 0.837 1.877 -0.557
H: 1.476 1.981 0.841

Löwdin atomic charge list, values in e, 2 entries: atom 1 (C): -0.178, atom 2 (P): 0.247